[1]
DFT (ωB97M-V/def2-TZVPD) results for the molecule C25H30N4O4S in a non-equilibrium geometry.

XYZ file:
```
64
Properties=species:S:1:pos:R:3:forces:R:3:nbo_charge:R:1
C -4.6429 -1.5052 -2.8286 0.2112 0.1286 0.1658 -0.6183
H -4.0578 -2.4206 -2.8741 0.0393 -0.1115 -0.0457 0.2154
H -5.6356 -1.7419 -2.4515 -0.1401 -0.0452 0.0180 0.1954
H -4.7509 -1.1183 -3.8381 -0.0624 0.0186 -0.1161 0.2215
C -3.9291 -0.4647 -1.9678 -0.0012 0.1458 -0.4169 -0.0521
N -3.5467 -1.0037 -0.6558 -0.0318 0.0809 -0.2599 -0.4456
C -2.2215 -1.0572 -0.4074 -0.0189 -0.2105 0.0437 0.6917
O -1.3838 -0.7562 -1.2375 0.3285 -0.0233 -0.0362 -0.6427
C -1.7333 -1.5161 0.9769 -0.0470 0.0905 -0.1569 -0.3083
N -0.5131 -0.8291 1.2962 -0.0025 0.2044 0.0528 -0.3683
C -0.4063 0.5135 1.5021 0.3669 0.3464 0.2918 0.2619
N 0.8022 0.9102 1.8048 -0.3568 0.0805 0.2122 -0.5584
C 1.5720 -0.2266 1.7681 -0.2631 -0.6540 -0.0900 0.1716
C 2.9297 -0.3904 2.0040 -0.1597 -0.0636 -0.0052 -0.2153
C 3.4429 -1.6667 1.9011 0.1963 0.0083 0.0425 -0.2409
C 2.6382 -2.7544 1.5622 -0.0101 -0.1126 0.0073 -0.2131
C 1.2847 -2.6098 1.3270 -0.1706 -0.1015 -0.0448 -0.2393
C 0.7590 -1.3347 1.4373 0.7021 0.1567 0.2174 0.1087
H 0.6731 -3.4585 1.0601 -0.0457 -0.1083 -0.0336 0.2125
H 3.0837 -3.7348 1.4807 0.0300 -0.0798 -0.0156 0.2138
H 4.4953 -1.8281 2.0841 0.0935 -0.0189 0.0082 0.2142
H 3.5512 0.4533 2.2567 0.0779 0.1119 0.0287 0.2228
S -1.8077 1.5345 1.3882 -0.3763 0.2213 -0.0142 0.2752
C -1.0549 3.1873 1.5209 0.0375 -0.3943 -0.1424 -0.5970
H -0.4079 3.1898 2.3955 -0.0259 0.0814 0.0169 0.2457
H -1.8961 3.8671 1.6498 0.0835 -0.0389 -0.0346 0.2555
C -0.3055 3.5215 0.2310 0.1363 0.1491 0.5182 0.6589
O -0.8520 4.0569 -0.7101 -0.3561 0.1197 -0.3303 -0.6323
N 0.9955 3.1900 0.2870 0.3826 0.1175 0.0288 -0.6265
H 1.2770 2.5559 1.0368 -0.2452 0.1853 -0.1241 0.4384
C 1.8414 3.1675 -0.8931 -0.1017 0.1120 -0.0803 -0.2447
C 2.2826 1.7505 -1.1541 0.0143 -0.0161 -0.0784 -0.0377
C 1.3448 0.8069 -1.5461 0.0437 0.1644 -0.0207 -0.2128
C 1.6722 -0.5335 -1.7177 0.2423 -0.2658 -0.0011 -0.2660
C 2.9764 -0.8910 -1.4833 0.3962 0.5486 0.1299 0.2865
C 3.9270 0.0500 -1.0903 -0.4564 -0.3851 -0.2533 0.2321
C 3.6061 1.3727 -0.9132 0.1429 -0.2062 -0.0667 -0.2670
H 4.3495 2.0875 -0.6005 0.1182 0.1366 0.0591 0.2218
O 5.1397 -0.5705 -0.9206 -0.1279 0.4837 0.1419 -0.4867
C 4.9263 -1.9253 -1.2492 0.8324 -0.8905 -0.0665 0.2412
O 3.5696 -2.1256 -1.5739 -0.4354 0.1022 -0.0758 -0.4953
H 5.1973 -2.5600 -0.3911 -0.1118 0.1695 -0.1299 0.1538
H 5.5563 -2.1977 -2.1133 -0.1856 0.1238 0.1608 0.1528
H 0.9235 -1.2493 -2.0070 -0.1129 -0.1213 -0.0288 0.2450
H 0.3222 1.1067 -1.7147 -0.1614 0.0656 0.0103 0.2338
H 1.2483 3.5636 -1.7222 0.1464 0.0005 0.0932 0.2394
H 2.7068 3.8166 -0.7275 -0.0562 -0.0363 -0.1343 0.1955
H -1.5187 -2.5864 0.9358 -0.1247 0.0979 0.0605 0.2437
H -2.4653 -1.3088 1.7560 0.0223 -0.2017 -0.0323 0.2231
C -4.6391 -1.4203 0.2189 -0.0705 -0.1514 0.3922 -0.0398
C -4.8512 -0.5094 1.4363 -0.0877 -0.0561 -0.2224 -0.6248
H -5.9030 -0.5171 1.7116 -0.0995 0.0013 0.0871 0.2189
H -4.5619 0.5103 1.2005 -0.0529 0.0981 0.0056 0.2298
H -4.2874 -0.8322 2.3071 0.0636 -0.0248 0.1067 0.2005
C -4.5605 -2.8983 0.6095 -0.1429 0.2060 -0.1925 -0.6164
H -3.8083 -3.0896 1.3679 0.0995 -0.0131 0.1230 0.2006
H -5.5230 -3.2116 1.0071 -0.0629 -0.0788 0.0955 0.2195
H -4.3363 -3.5059 -0.2639 -0.0038 -0.0931 -0.0744 0.2188
H -5.5305 -1.3159 -0.4033 0.1340 -0.0015 0.0527 0.2144
H -2.9813 -0.2170 -2.4547 -0.2644 -0.0533 0.1155 0.2537
C -4.7393 0.8208 -1.8244 0.2270 -0.1834 0.0265 -0.6195
H -5.7120 0.6424 -1.3717 -0.1670 -0.0026 0.0518 0.1941
H -4.8961 1.2560 -2.8076 -0.0687 0.0653 -0.0918 0.2214
H -4.1940 1.5385 -1.2165 0.0391 0.1210 0.0513 0.2250
```
Forces are in eV/Å.

Summary:
SMILES string: CC(C)N(C(=O)Cn1c(SCC(=O)NCc2ccc3c(c2)OCO3)nc2ccccc21)C(C)C
Relative energy (zero: lowest compared OMol25 entry of this formula, charge and spin) (kJ/mol): 24.69
Total energy (Eh): -1888.8784
Frontier orbital gap (hartree): 0.298
HOMO level (eV): -7.58
F_max (hartree/bohr): 0.024
Molar mass (g/mol): 482.606

=====

[2]
DFT (ωB97M-V/def2-TZVPD) results for the molecule C7H14O2 in a non-equilibrium geometry.

XYZ file:
```
23
Properties=species:S:1:pos:R:3:forces:R:3:nbo_charge:R:1
C -0.1463 -0.1032 -0.7082 1.1890 0.2516 0.2618 0.5180
C 1.3772 -0.5490 -0.5136 -0.6880 -0.3829 -0.1119 -0.2391
C -0.6372 0.8268 0.4305 -1.1323 -0.4562 -0.8886 -0.4832
C 2.2638 0.5202 0.1269 -0.1387 0.1591 -0.0810 -0.6115
C 1.5229 -1.8774 0.2275 -0.0362 -0.1953 -0.1405 -0.6074
C -2.1373 1.1442 0.2365 0.6636 0.8559 1.2686 -0.2151
C -3.0683 0.9494 1.1851 0.3734 -0.0920 -0.9866 -0.3771
O -0.9961 -1.2120 -0.8196 -2.2647 0.7988 1.3629 -0.7365
O -0.2398 0.5972 -1.9400 0.1444 0.2021 0.0059 -0.7390
H -1.9264 -0.8315 -0.5277 2.4157 -1.3258 -0.9635 0.4891
H -0.1215 -0.0971 -2.6106 -0.1075 0.4173 0.1633 0.4746
H 1.7615 -0.7117 -1.5291 -0.1566 0.0437 0.0298 0.1969
H -0.0950 1.7769 0.4154 -0.0272 -0.1962 -0.0122 0.2367
H -0.4945 0.3382 1.3992 0.1034 0.0039 -0.1590 0.2177
H -2.3487 1.8072 -0.6016 -0.0860 -0.2243 0.0518 0.2158
H 0.9804 -2.6765 -0.2880 -0.0041 0.1746 0.1996 0.2250
H 2.5770 -2.1782 0.2598 -0.1147 0.1440 0.0539 0.2050
H 2.1624 1.4819 -0.3846 -0.0051 -0.0544 0.0825 0.2162
H 2.0291 0.6560 1.1883 -0.0183 0.0164 -0.1225 0.2012
H 3.3184 0.2281 0.0667 -0.1994 -0.0376 -0.0311 0.2144
H 1.1612 -1.8111 1.2574 -0.0287 -0.0174 -0.0483 0.2000
H -2.9090 0.2806 2.0239 0.1466 0.2449 0.1312 0.1948
H -4.0336 1.4410 1.1059 -0.0282 -0.3303 -0.0662 0.2038
```
Forces are in eV/Å.

Summary:
SMILES string: C=CCC(O)(O)C(C)C
Relative energy (zero: lowest compared OMol25 entry of this formula, charge and spin) (kJ/mol): 94.30
Total energy (Eh): -425.5693
Frontier orbital gap (hartree): 0.400
HOMO level (eV): -9.97
F_max (hartree/bohr): 0.057
Molar mass (g/mol): 130.187